# 1
{
  "formula": "C6H9NS2",
  "method": "ωB97M-V/def2-TZVPD",
  "e_lumo_ha": 0.029,
  "orbital_gap_ev": 9.63,
  "de_lowest_kcal_mol": 56.6,
  "molar_mass_da": 159.279,
  "max_force_ev_per_a": 5.538,
  "symbols": ["C", "C", "C", "C", "C", "C", "N", "S", "S", "H", "H", "H", "H", "H", "H", "H", "H", "H"],
  "xyz": [[1.6858, -0.0283, 0.9046], [2.9938, -0.1214, 0.5605], [0.9299, -0.2693, -0.2314], [-1.2020, 1.2764, -0.5389], [-1.4973, -0.7505, 1.0048], [-1.0024, -0.2403, -0.3799], [1.5160, -0.5630, -1.3408], [3.1503, -0.5300, -1.1217], [-1.5386, -1.1890, -1.8093], [1.2640, 0.2149, 1.8443], [3.7753, -0.1542, 1.2963], [-0.6822, 1.8558, 0.3464], [-2.1939, 1.6468, -0.4331], [-0.8387, 1.5608, -1.5360], [-2.6296, -0.9774, 1.1341], [-1.3184, -0.1004, 1.8113], [-0.8630, -1.6649, 1.0632], [-1.5488, 0.0342, -2.5743]],
  "forces_ev_per_angstrom": [[0.3909, 0.2207, -0.3693], [0.5544, -0.6321, -0.0404], [-5.2140, -0.7007, -1.7292], [1.5219, 0.5348, 1.2421], [-0.8922, -2.2547, -1.8465], [2.7973, 1.5409, 1.8662], [0.2678, 0.1327, -0.4886], [-0.1775, 0.2526, 1.3419], [0.0601, 2.3267, -0.5755], [-0.0353, 0.0837, 0.8222], [0.5532, 0.3147, -0.2071], [-0.4170, -1.1618, -1.9313], [-1.2960, -0.2722, -0.1800], [0.2348, 0.3949, 0.5366], [1.8595, 0.1149, -0.8706], [0.8573, 1.0364, 0.8221], [-1.0014, 0.2257, 0.9248], [-0.0637, -2.1570, 0.6827]]
}

---

# 2
{
  "formula": "C6H9O2",
  "method": "ωB97M-V/def2-TZVPD",
  "e_lumo_ha": 0.140,
  "orbital_gap_ev": 7.76,
  "de_lowest_kcal_mol": 36.9,
  "molar_mass_da": 113.136,
  "total_charge": -1,
  "max_force_ev_per_a": 4.412,
  "symbols": ["C", "C", "C", "C", "C", "C", "O", "O", "H", "H", "H", "H", "H", "H", "H", "H", "H"],
  "xyz": [[-1.8152, 0.0383, 1.9991], [-1.2880, 0.2267, 0.7578], [-0.7037, -0.9684, 0.1408], [0.1159, -0.4436, -1.1395], [1.6195, -0.1393, -0.8223], [1.8652, 1.3670, -0.5811], [1.2401, 2.0865, -1.4468], [2.6009, 1.6910, 0.3114], [-2.1443, -0.9199, 2.2512], [-2.1531, 0.8675, 2.6151], [-0.9690, 1.1207, 0.1826], [-0.2144, -1.6789, 0.8308], [-1.7042, -1.4634, -0.1935], [-0.4486, 0.5418, -1.4454], [-0.0531, -1.1141, -2.0723], [2.2763, -0.5692, -1.5422], [1.7755, -0.6425, 0.1545]],
  "forces_ev_per_angstrom": [[-0.0935, 3.1073, -2.1494], [0.9852, 0.1303, 3.0696], [-1.5099, -0.9391, -3.3169], [-1.4817, -0.1734, -1.1924], [-2.1309, -0.6132, 1.8388], [-2.2653, 0.0153, -3.7855], [0.7020, -0.1877, 1.1162], [1.7546, 0.8446, 2.1874], [0.0423, -1.5301, 0.7401], [-0.0839, -0.0832, -0.0633], [-0.7900, 0.0553, 1.2956], [0.0575, 0.5737, -0.4414], [1.7828, -0.0359, -0.0875], [1.4821, -1.8295, 0.3371], [0.5267, 0.6888, 1.6178], [0.5661, -0.0981, -0.6626], [0.4559, 0.0749, -0.5037]]
}

---

# 3
{
  "formula": "C6H9O2",
  "method": "ωB97M-V/def2-TZVPD",
  "e_lumo_ha": 0.136,
  "orbital_gap_ev": 7.49,
  "de_lowest_kcal_mol": 12.8,
  "molar_mass_da": 113.136,
  "total_charge": -1,
  "max_force_ev_per_a": 2.299,
  "symbols": ["C", "C", "C", "C", "C", "C", "O", "O", "H", "H", "H", "H", "H", "H", "H", "H", "H"],
  "xyz": [[-1.2360, -1.0704, 2.1753], [-1.4365, 0.0602, 1.5195], [-0.4837, 0.8616, 0.6654], [-0.2520, 0.0163, -0.6450], [0.8279, 0.4945, -1.5426], [2.2047, -0.3566, -1.4698], [3.2412, 0.3182, -1.6545], [2.0581, -1.5455, -1.1587], [-0.2760, -1.5645, 2.0705], [-2.0640, -1.5604, 2.6718], [-2.4089, 0.5689, 1.5139], [-0.9680, 1.7931, 0.3743], [0.4976, 1.1259, 1.0700], [-1.2494, 0.0685, -1.1405], [-0.1024, -1.0205, -0.3572], [1.0110, 1.5629, -1.4929], [0.6364, 0.2479, -2.5995]],
  "forces_ev_per_angstrom": [[0.0127, 0.0259, -0.5472], [-0.2524, 1.5703, 0.1248], [0.5437, -1.0421, -1.0960], [-1.7557, 0.5191, 0.5956], [1.5889, -0.9520, -1.3618], [-0.3768, 1.6585, 1.4457], [-0.0699, -0.3135, -0.4028], [0.0579, -0.6253, -0.2390], [-0.0328, -0.1160, 0.3199], [0.1738, -0.0929, 0.1286], [-0.0461, -0.6121, 0.3721], [0.0509, 0.1358, 0.0832], [-0.1512, -0.3055, 0.4294], [0.4450, -0.2699, 0.0297], [0.2493, -0.0779, -0.1293], [0.1688, 0.1504, 0.1190], [-0.6063, 0.3471, 0.1281]]
}

---

# 4
{
  "formula": "C6H9O6PV",
  "method": "ωB97M-V/def2-TZVPD",
  "e_lumo_ha": [-0.397, -0.412],
  "orbital_gap_ev": [6.41, 6.12],
  "de_lowest_kcal_mol": 16.2,
  "spin_multiplicity": 4,
  "molar_mass_da": 259.050,
  "s2": 3.814,
  "total_charge": 2,
  "max_force_ev_per_a": 11.272,
  "symbols": ["O", "C", "V", "C", "C", "O", "O", "C", "O", "P", "O", "C", "O", "C", "H", "H", "H", "H", "H", "H", "H", "H", "H"],
  "xyz": [[0.0069, 2.0006, -4.9168], [-0.0016, 1.3878, -3.9303], [-0.0465, 0.4891, -2.2954], [1.4304, -0.6216, -2.3576], [-1.4962, -0.6395, -2.3525], [2.3857, -1.2846, -2.5565], [-2.4355, -1.3152, -2.5611], [-1.5880, 1.4434, 2.6377], [-0.3947, 0.6658, 2.1520], [-0.2039, 0.0218, 0.5925], [1.4447, -0.1635, 0.6689], [2.0573, 1.1381, 0.9344], [-1.0379, -1.3442, 0.4344], [-0.4186, -2.6448, 0.5706], [-2.5237, 1.1457, 2.1008], [-1.3657, 2.4705, 2.3000], [-1.6562, 1.3236, 3.7925], [1.9039, 1.8804, 0.1328], [1.6628, 1.7502, 1.7539], [3.1377, 0.9638, 1.0910], [0.1434, -2.5970, 1.5185], [-1.3245, -3.3188, 0.5450], [0.3203, -2.7515, -0.2547]],
  "forces_ev_per_angstrom": [[-0.0465, -2.7266, 4.5483], [0.1933, 4.4715, -9.0964], [-0.2305, 4.5856, 7.2431], [8.7867, -6.7268, -2.1455], [-8.4897, -6.7535, -2.1640], [-5.3962, 3.7575, 1.4336], [4.9853, 3.6117, 1.4334], [-0.0084, 0.0527, 0.0402], [-0.7776, -1.2276, -2.7789], [0.2144, 1.1959, 1.9349], [-2.0995, 0.3369, 0.1269], [1.1863, 1.0826, 0.0544], [1.1255, 1.9456, -0.1181], [-0.1087, -0.4546, 0.4411], [0.7857, -0.1676, 0.7674], [-0.2099, -0.3014, 0.7492], [0.2414, 0.1358, -2.3147], [0.1846, -0.6676, -0.6272], [-0.0933, -1.1507, 0.4427], [-0.7117, -0.0014, -0.2032], [-0.4418, -0.8124, -0.3057], [1.6376, 0.2663, 0.1023], [-0.7269, -0.4518, 0.4360]]
}